Record 1
This record from OMol25 describes a cluster of 3 separate species, C29H31F17N4O2 in total. The level of theory is ωB97M-V with the def2-TZVPD basis set.

Cartesian coordinates (Å):
F (-3.856, 2.922, 3.992)
F (0.333, -2.460, 5.181)
F (-6.047, 0.759, 3.791)
F (-1.149, -1.789, 2.734)
F (-4.169, 1.758, 1.923)
F (-3.851, -4.035, 3.855)
F (-2.263, 1.288, 3.288)
F (-2.357, -3.650, 1.865)
F (-2.179, -3.932, 5.549)
F (-0.579, -5.509, 3.669)
F (-2.165, -0.836, 5.317)
F (-4.028, -2.089, 6.109)
F (-4.589, 0.785, 5.679)
F (1.470, -4.545, 4.954)
F (-4.004, -1.189, 2.391)
F (0.208, -4.283, 1.793)
F (-5.677, -1.737, 3.999)
O (1.949, -2.261, -6.681)
O (-2.016, 4.804, -0.821)
N (3.554, 0.377, 2.353)
N (1.116, 0.283, 3.297)
N (0.785, 1.300, 2.546)
N (3.224, 1.394, 1.601)
C (1.852, 1.785, 1.724)
C (2.155, 0.364, -2.052)
C (-3.103, 5.375, -1.563)
C (0.885, -3.392, 4.173)
C (-0.285, -4.099, 3.211)
C (2.476, -0.135, 3.143)
C (0.924, 2.419, -0.715)
C (3.143, -2.316, -1.405)
C (3.287, -2.359, -8.632)
C (-3.715, 1.575, 3.322)
C (1.413, 3.053, 0.715)
C (1.191, -1.997, -3.453)
C (-2.666, -3.232, 4.338)
C (-3.253, -1.775, 4.850)
C (-2.289, 4.960, 0.578)
C (-1.621, -3.157, 3.089)
C (2.310, -3.125, -7.767)
C (2.884, -1.479, 4.062)
C (2.128, -2.744, 3.329)
C (3.136, -0.666, -1.176)
C (3.973, -1.473, -7.624)
C (2.175, 2.005, -1.730)
C (1.217, -0.345, -3.198)
C (-4.329, -1.076, 3.831)
C (2.842, -1.138, -6.675)
C (-4.613, 0.529, 4.209)
C (2.159, -2.998, -2.541)
C (-4.219, 5.636, -0.576)
C (-3.458, 5.913, 0.695)
H (0.526, 3.649, 1.243)
H (-2.539, 3.973, 0.982)
H (0.322, 3.255, -1.276)
H (-2.746, 6.308, -2.014)
H (2.322, 3.793, 0.562)
H (2.958, -3.594, 3.214)
H (4.059, -1.687, 4.012)
H (-4.828, 4.732, -0.453)
H (-3.097, 6.949, 0.692)
H (2.130, 2.624, -2.750)
H (0.512, 0.278, -3.901)
H (-1.394, 5.329, 1.089)
H (2.773, -4.021, -7.342)
H (3.875, -0.275, -0.340)
H (-3.401, 4.693, -2.364)
H (2.633, -1.344, 5.196)
H (0.502, -2.526, -4.244)
H (1.874, -2.399, 2.240)
H (0.174, 1.498, -0.600)
H (3.191, -0.949, -5.656)
H (2.194, -4.163, -2.641)
H (-4.046, 5.759, 1.603)
H (4.747, -2.042, -7.096)
H (3.160, 2.269, -1.138)
H (-4.876, 6.453, -0.882)
H (2.742, -1.743, -9.356)
H (4.438, -0.586, -8.062)
H (3.824, -3.002, -0.745)
H (2.280, -0.264, -7.021)
H (1.411, -3.423, -8.314)
H (3.971, -3.010, -9.182)

* highest occupied orbital energy: -0.3049 Ha
* net charge: 0
* HOMO-LUMO gap: 7.30 eV
* DFT total energy: -3190.029320 a.u.
* maximum force: 0.10441 Eh/bohr

Atom charges from the Mulliken analysis, given in e for atoms 1 to 2: F -0.27; F -0.26

***

Record 2
This record from OMol25 describes a structure of composition C29H31N5O5PbSe. The level of theory is ωB97M-V with the def2-TZVPD basis set.

Cartesian coordinates (Å):
Pb (0.142, 0.585, 0.069)
Se (-1.634, 2.017, 1.478)
O (-0.774, 0.927, -2.281)
O (2.888, 1.281, 0.665)
O (1.114, -0.254, -2.594)
O (0.014, -0.080, -9.375)
O (-1.404, 1.516, -9.109)
N (4.701, 0.162, -0.138)
N (-0.626, 0.686, -8.676)
N (-1.274, -1.542, 0.255)
N (0.321, -0.271, 2.611)
N (-1.367, -1.939, 2.615)
C (-1.680, -1.918, -0.969)
C (-0.611, -0.963, 3.254)
C (-2.525, -2.975, -1.207)
C (-3.011, -3.679, -0.110)
C (5.486, -1.052, -0.154)
C (-1.204, 1.422, -6.403)
C (-4.866, 6.504, -1.388)
C (-0.090, 0.468, -4.502)
C (-2.594, 3.333, 0.433)
C (0.118, 0.377, -3.004)
C (-4.072, 5.373, -0.792)
C (-0.119, 0.147, 5.320)
C (1.028, 0.634, 3.303)
C (0.501, -0.272, -6.712)
C (3.642, 0.314, 0.664)
C (-1.032, 1.341, -5.033)
C (-4.685, 1.929, 0.685)
C (0.846, 0.885, 4.644)
C (0.675, -0.334, -5.343)
C (-0.447, 4.644, 0.041)
C (-0.438, 0.611, -7.227)
C (-2.694, 5.468, -0.656)
C (-4.688, 4.210, -0.352)
C (5.010, 1.163, -1.144)
C (-3.974, 3.182, 0.254)
C (-0.845, -0.794, 4.626)
C (-1.937, 4.465, -0.059)
C (-1.726, -2.222, 1.308)
C (-2.619, -3.298, 1.149)
H (-1.620, 1.944, -4.355)
H (6.548, -0.806, -0.118)
H (1.076, -0.886, -7.390)
H (-5.759, 4.094, -0.486)
H (1.427, 1.648, 5.140)
H (4.423, 2.054, -0.941)
H (5.241, -1.670, 0.709)
H (-1.601, -1.387, 5.124)
H (-2.992, -3.813, 2.025)
H (-4.216, 1.060, 0.220)
H (1.769, 1.177, 2.728)
H (6.073, 1.405, -1.109)
H (-4.479, 6.783, -2.370)
H (-2.802, -3.233, -2.219)
H (-1.920, 2.097, -6.848)
H (-5.738, 1.961, 0.405)
H (-4.607, 1.794, 1.765)
H (-2.181, 6.351, -1.027)
H (5.294, -1.626, -1.064)
H (-4.809, 7.386, -0.748)
H (3.480, -0.543, 1.340)
H (-0.166, 4.974, 1.044)
H (-1.898, -2.484, 3.271)
H (-0.308, 0.315, 6.372)
H (4.758, 0.792, -2.140)
H (-5.915, 6.229, -1.494)
H (-1.316, -1.310, -1.786)
H (-0.104, 5.384, -0.682)
H (1.402, -0.997, -4.896)
H (0.076, 3.709, -0.151)
H (-3.692, -4.509, -0.241)

* highest occupied orbital energy: -0.2618 Ha
* net charge: 0
* HOMO-LUMO gap: 7.01 eV
* DFT total energy: -4367.952095 a.u.
* maximum force: 0.01755 Eh/bohr

Atom charges from the Mulliken analysis, given in e for atoms 1 to 2: Pb 1.24; Se -0.30

***

Record 3
This record from OMol25 describes a structure of composition C29H31N8O2RhS. The level of theory is ωB97M-V with the def2-TZVPD basis set.

Cartesian coordinates (Å):
Rh (-0.498, -0.125, 0.026)
S (-1.277, -1.240, 1.817)
O (1.429, 0.249, 0.558)
O (1.969, -0.008, 2.616)
N (-0.669, 4.092, 2.848)
N (-2.283, -0.226, -0.908)
N (-0.706, 1.931, 1.501)
N (-1.600, -3.669, 2.796)
N (-4.588, -5.966, -7.398)
N (0.194, -1.520, -1.179)
N (2.261, -0.246, 1.485)
N (-0.485, -3.621, 0.813)
C (0.409, 4.137, 1.804)
C (-4.494, 0.058, -1.378)
C (-0.465, 2.928, 3.772)
C (-2.452, -1.818, 5.916)
C (-4.039, -0.947, -2.195)
C (-1.085, -2.966, 1.792)
C (-1.828, -2.052, -2.513)
C (-2.384, -2.912, -3.591)
C (-3.517, -2.580, 6.368)
C (0.438, -3.058, -2.835)
C (-2.667, -2.366, -4.839)
C (-2.006, 3.963, 2.191)
C (1.667, -2.884, -2.226)
C (-4.097, -5.315, -6.589)
C (-1.794, -2.146, 4.738)
C (-1.974, 2.673, 1.339)
C (-0.550, 1.630, 2.941)
C (-0.481, -2.222, -2.185)
C (-3.489, -4.499, -5.573)
C (-2.640, -4.257, -3.342)
C (-3.922, -3.695, 5.648)
C (-3.212, -3.160, -5.834)
C (-2.669, -1.139, -1.900)
C (-3.199, -5.051, -4.328)
C (0.415, 2.787, 1.057)
C (1.494, -1.938, -1.223)
C (-3.397, 0.449, -0.603)
C (-3.280, -4.030, 4.468)
C (-2.232, -3.242, 4.010)
H (-0.639, 4.956, 3.388)
H (0.342, 2.941, -0.018)
H (-0.919, -1.589, 4.435)
H (-2.092, 2.930, 0.287)
H (-4.738, -4.309, 6.004)
H (-2.452, -1.323, -5.037)
H (-3.598, -4.899, 3.905)
H (-1.389, 1.016, 3.263)
H (-2.755, 3.930, 2.980)
H (2.601, -3.357, -2.481)
H (-1.236, 2.991, 4.538)
H (1.335, 2.250, 1.252)
H (-0.354, -4.620, 0.858)
H (0.191, 4.985, 1.157)
H (-2.411, -4.682, -2.372)
H (0.508, 3.057, 4.242)
H (-3.406, 1.203, 0.158)
H (-3.411, -6.094, -4.141)
H (1.348, 4.324, 2.321)
H (0.201, -3.700, -3.668)
H (-0.115, -3.124, 0.018)
H (-3.427, -2.747, -6.810)
H (-2.105, -0.975, 6.499)
H (2.229, -1.552, -0.548)
H (-4.599, -1.502, -2.930)
H (-1.611, -4.671, 2.663)
H (-5.488, 0.471, -1.326)
H (-2.788, 2.025, 1.646)
H (0.367, 1.059, 3.063)
H (-4.019, -2.319, 7.290)
H (-2.169, 4.855, 1.590)

* highest occupied orbital energy: -0.4840 Ha
* net charge: +2
* HOMO-LUMO gap: 6.06 eV
* DFT total energy: -2220.326570 a.u.
* maximum force: 0.01547 Eh/bohr

Atom charges from the Mulliken analysis, given in e for atoms 1 to 2: Rh 0.24; S 0.13